# 1
{
  "formula": "C20H22CuN2",
  "method": "ωB97M-V/def2-TZVPD",
  "elements": ["C", "C", "C", "H", "C", "H", "H", "H", "C", "H", "H", "C", "H", "H", "C", "H", "H", "C", "H", "H", "Cu", "H", "C", "C", "C", "C", "C", "C", "N", "N", "C", "C", "C", "C", "C", "C", "H", "H", "H", "H", "H", "H", "H", "H", "H"],
  "xyz": [[-1.0190, -1.0457, -2.6354], [1.6596, -0.2766, -3.4450], [-1.3929, 0.4076, -2.6790], [-1.7260, -1.6833, -2.0700], [1.3683, 1.0328, -3.2027], [2.5767, -0.7197, -3.0467], [-2.4675, 0.4597, -2.4233], [2.0556, 1.6487, -2.6108], [-1.0755, 1.1199, -4.0167], [-1.8335, 1.8978, -4.1582], [-1.1832, 0.4436, -4.8762], [-0.3237, -1.8073, -3.7142], [-1.0966, -2.0435, -4.4434], [0.0674, -2.7722, -3.3630], [0.8697, -1.1106, -4.4309], [0.4784, -0.5148, -5.2750], [1.5245, -1.8728, -4.8908], [0.3202, 1.7816, -3.9904], [0.5999, 2.1072, -5.0087], [0.1685, 2.7265, -3.4613], [0.6381, -0.5221, -1.6193], [-0.9988, 0.9644, -1.8048], [-1.4174, 2.7672, 4.2827], [-1.4026, 3.1062, 2.9228], [-1.0869, 2.1287, 1.9660], [-0.7829, 0.8028, 2.3685], [-0.8140, 0.4740, 3.7330], [-1.1267, 1.4560, 4.6889], [-0.4136, -0.1400, 1.3890], [-0.0568, -1.2777, 1.8731], [0.6550, -2.1268, 1.0331], [1.1572, -3.3504, 1.5657], [1.8730, -4.2470, 0.7862], [2.1885, -3.9393, -0.5371], [1.7289, -2.7286, -1.0754], [0.9966, -1.8681, -0.3038], [-1.6610, 3.5332, 5.0236], [-1.6312, 4.1157, 2.5919], [-1.0539, 2.3341, 0.9028], [-0.5792, -0.5446, 4.0199], [-1.1367, 1.1669, 5.7341], [0.9597, -3.5813, 2.6120], [2.2218, -5.1988, 1.1797], [2.7466, -4.5938, -1.1973], [1.9713, -2.4575, -2.0952]],
  "e_tot_ev": -68711.7517,
  "e_above_lowest_kcal_mol": 0.0,
  "gap_ev": [6.462, 7.246],
  "multiplicity": 2,
  "homo_ev": [-6.71, -7.67]
}

# 2
{
  "formula": "C7H15N2O2S2",
  "method": "ωB97M-V/def2-TZVPD",
  "elements": ["C", "C", "C", "C", "C", "C", "C", "N", "N", "O", "O", "S", "S", "H", "H", "H", "H", "H", "H", "H", "H", "H", "H", "H", "H", "H", "H", "H"],
  "xyz": [[-1.7923, 2.1113, 2.1237], [1.6426, -1.6948, -1.9986], [0.2234, -1.2253, -2.2342], [-0.3175, -1.5835, -3.6065], [0.4224, 1.8589, 1.4510], [-1.2461, 0.1447, 1.0218], [-0.4840, 0.5536, 3.2902], [-2.6290, 2.8734, 2.2228], [-0.7795, 1.1743, 1.9783], [1.7842, 0.7267, -1.3515], [1.5165, -0.9178, 0.5180], [0.2407, 0.6231, -2.0321], [2.3604, -0.6617, -0.6518], [1.6830, -2.7431, -1.7092], [2.2744, -1.5216, -2.8676], [-0.4373, -1.6128, -1.4537], [0.3125, -1.1687, -4.3899], [-1.3249, -1.1908, -3.7292], [-0.3544, -2.6647, -3.7237], [0.1950, 2.3526, 0.5059], [0.7830, 2.6008, 2.1613], [1.1945, 1.1073, 1.2801], [-0.4276, -0.5659, 0.8717], [-2.1214, -0.3704, 1.4146], [-1.4962, 0.6082, 0.0666], [-0.1551, 1.3089, 4.0037], [-1.3737, 0.0621, 3.6846], [0.3064, -0.1849, 3.1537]],
  "e_tot_ev": -36238.7060,
  "e_above_lowest_kcal_mol": 0.0,
  "gap_ev": 9.411,
  "homo_ev": -12.40,
  "charge": 1
}

# 3
{
  "formula": "C4H9I",
  "method": "ωB97M-V/def2-TZVPD",
  "elements": ["C", "C", "C", "C", "I", "H", "H", "H", "H", "H", "H", "H", "H", "H"],
  "xyz": [[0.4684, -0.0451, -1.3709], [-0.6412, -1.2862, 0.4943], [-0.2565, 1.4000, 0.6060], [0.0142, 0.0099, 0.0426], [2.4446, -0.5362, 1.7309], [-0.2560, 0.5268, -1.8810], [0.6043, -0.8850, -1.9724], [1.3093, 0.5800, -1.4548], [-1.6325, -1.5021, -0.1557], [-0.8902, -1.3003, 1.5030], [0.0708, -2.2024, 0.2468], [0.1600, 2.1301, -0.0442], [-1.3611, 1.5572, 0.5582], [-0.0339, 1.5533, 1.6971]],
  "e_tot_ev": -12392.7720,
  "e_above_lowest_kcal_mol": 44.0,
  "gap_ev": [6.939, 6.940],
  "homo_ev": [-8.23, -8.23]
}

# 4
{
  "formula": "C17H39NO14S",
  "method": "ωB97M-V/def2-TZVPD",
  "elements": ["O", "N", "O", "C", "O", "C", "O", "O", "C", "C", "C", "S", "O", "O", "O", "H", "H", "H", "H", "H", "H", "H", "H", "H", "C", "O", "C", "C", "O", "C", "H", "H", "H", "H", "H", "H", "H", "H", "H", "H", "C", "O", "C", "C", "O", "C", "H", "H", "H", "H", "H", "H", "H", "H", "H", "H", "C", "O", "C", "C", "O", "C", "H", "H", "H", "H", "H", "H", "H", "H", "H", "H"],
  "xyz": [[-2.3305, 2.9552, 0.7196], [-1.8510, 2.7892, -0.3113], [-1.5592, 1.3546, -0.5501], [-0.2732, 0.9925, -0.1346], [-0.4157, 0.2406, 1.0784], [0.6026, 0.2954, 1.9424], [1.7641, 0.3373, 1.6305], [0.1890, 0.1738, 3.2137], [-0.7912, 1.1323, 3.6513], [-0.1292, 2.1821, 4.5503], [1.2981, 2.5581, 4.1320], [1.3546, 4.0780, 3.2559], [0.5784, 3.9327, 2.0559], [1.0949, 5.1661, 4.1432], [2.8920, 4.1597, 2.8579], [0.3411, 1.8783, 0.0303], [0.1591, 0.3787, -0.9198], [-1.3019, 1.5670, 2.7979], [-1.5493, 0.6029, 4.2247], [-0.7938, 3.0447, 4.5941], [-0.0524, 1.7812, 5.5592], [1.7755, 1.7979, 3.5209], [1.9222, 2.6922, 5.0138], [3.1835, 3.2866, 2.5519], [2.8189, -0.9247, -3.2752], [1.5798, -0.5151, -3.8290], [1.5839, -0.4613, -5.2453], [0.9517, -1.6905, -5.8584], [1.6971, -2.8654, -5.5843], [1.1746, -3.6377, -4.5198], [2.6472, -1.1916, -2.2339], [3.2243, -1.7941, -3.7966], [3.5491, -0.1089, -3.3123], [2.6038, -0.3355, -5.6218], [1.0037, 0.4180, -5.5414], [0.9247, -1.5681, -6.9454], [-0.0786, -1.7979, -5.5048], [0.2810, -4.1850, -4.8387], [0.9264, -3.0182, -3.6547], [1.9404, -4.3565, -4.2319], [5.3584, -3.7680, -2.3636], [4.5880, -3.3553, -1.2490], [3.6753, -4.3416, -0.7969], [4.1930, -5.0870, 0.4123], [5.3502, -5.8489, 0.1154], [6.5589, -5.2253, 0.5079], [6.1849, -3.0669, -2.4673], [5.7612, -4.7736, -2.2256], [4.7593, -3.7434, -3.2813], [3.4414, -5.0458, -1.6019], [2.7501, -3.8262, -0.5193], [3.4209, -5.7848, 0.7505], [4.3937, -4.3844, 1.2272], [6.6960, -5.2932, 1.5925], [6.5878, -4.1754, 0.2080], [7.3736, -5.7561, 0.0185], [-5.2234, 3.7346, 1.4562], [-6.1668, 3.7412, 2.5140], [-7.3437, 4.4757, 2.2251], [-8.4875, 3.5782, 1.8092], [-8.2274, 2.9129, 0.5852], [-7.7897, 1.5765, 0.7442], [-4.5078, 2.9486, 1.6720], [-5.7001, 3.5277, 0.4948], [-4.6969, 4.6931, 1.4008], [-7.1498, 5.2208, 1.4472], [-7.6293, 5.0070, 3.1382], [-9.3807, 4.1932, 1.6622], [-8.7028, 2.8541, 2.6015], [-8.6271, 0.9231, 1.0123], [-7.0121, 1.4942, 1.5069], [-7.3835, 1.2502, -0.2116]],
  "e_tot_ev": -59244.2834,
  "smiles": "O=NOCOC(=O)OCCCS(=O)(=O)O.COCCOC.COCCOC.COCCOC",
  "gap_ev": 8.640,
  "homo_ev": -9.27
}

# 5
{
  "formula": "H36NO16",
  "method": "ωB97M-V/def2-TZVPD",
  "elements": ["N", "H", "H", "H", "H", "O", "H", "H", "O", "H", "H", "O", "H", "H", "O", "H", "H", "O", "H", "H", "O", "H", "H", "O", "H", "H", "O", "H", "H", "O", "H", "H", "O", "H", "H", "O", "H", "H", "O", "H", "H", "O", "H", "H", "O", "H", "H", "O", "H", "H", "O", "H", "H"],
  "xyz": [[11.2160, -24.4190, -20.8030], [11.8620, -25.2420, -20.8260], [11.7590, -23.6390, -21.0470], [10.7760, -24.2400, -19.9620], [10.5360, -24.3890, -21.4610], [11.8420, -22.1240, -23.0150], [12.7000, -22.3980, -23.2510], [11.5890, -21.4440, -23.6480], [7.1690, -23.0420, -21.7100], [8.0710, -23.0910, -22.0620], [6.6100, -22.7990, -22.4760], [8.6260, -22.7700, -18.8420], [9.4390, -22.8630, -18.3140], [8.3670, -23.6760, -19.1140], [8.5790, -25.8850, -22.1510], [7.6780, -25.6730, -22.1430], [8.5520, -26.7870, -21.9650], [13.5090, -21.2820, -20.7480], [13.9640, -20.8800, -19.9620], [13.7490, -22.2550, -20.6740], [11.4070, -26.8810, -19.0070], [11.6750, -26.7400, -18.1150], [10.7130, -27.5350, -19.1390], [10.9750, -25.0670, -24.1470], [10.4980, -25.7070, -24.6500], [10.2090, -24.5100, -24.0700], [8.2970, -25.4150, -19.6400], [8.2030, -25.4860, -20.6040], [8.7200, -26.1980, -19.3470], [14.3010, -23.9120, -20.8200], [14.6460, -24.5190, -20.1710], [14.0800, -24.3910, -21.6120], [11.1270, -21.6440, -19.3770], [10.4130, -21.5130, -20.0290], [11.8900, -21.5210, -19.9570], [9.6200, -21.6580, -21.6890], [10.5040, -21.6160, -22.0520], [9.1600, -21.0270, -22.2390], [12.6520, -24.1710, -18.2160], [13.4190, -24.7250, -18.1020], [12.9950, -23.3250, -17.8770], [13.7640, -27.7600, -20.3700], [12.9810, -27.6810, -19.8450], [13.8610, -28.6920, -20.3650], [13.4570, -24.9550, -23.2240], [12.6260, -25.0990, -23.6300], [13.9560, -24.6440, -23.9720], [10.2320, -24.1020, -17.0590], [10.3580, -24.4340, -16.1680], [11.1520, -24.1270, -17.4130], [11.4940, -27.5370, -22.2900], [12.2770, -28.0070, -21.9800], [11.7060, -27.1210, -23.1020]],
  "e_tot_ev": -34829.1539,
  "e_above_lowest_kcal_mol": 18.3,
  "gap_ev": 8.776,
  "homo_ev": -11.74,
  "charge": 1
}